One molecule with the formula C18H13BrFNO6S, computed with ωB97M-V/def2-TZVPD.

Each atom is followed by the atoms it is bonded to, with distances in Å.
CARTESIAN COORDINATES (ANGSTROEM)
1 C 3.787 -1.907 -0.487  O2 1.444, H29 1.106, H30 1.100, H31 1.085
2 O 2.952 -0.939 -1.159  C1 1.444, C3 1.350
3 C 1.809 -0.709 -0.477  O2 1.350, C4 1.433, C25 1.413
4 C 0.733 -1.633 -0.685  C3 1.433, C5 1.492, C10 1.440
5 C 0.778 -2.732 -1.694  C4 1.492, C6 1.366, O9 1.409
6 C 1.509 -2.841 -2.843  C5 1.366, C7 1.450, H32 1.071
7 C 1.251 -4.146 -3.422  C6 1.450, C8 1.346, H33 1.093
8 C 0.331 -4.694 -2.607  C7 1.346, O9 1.359, H34 1.068
9 O 0.000 -3.899 -1.556  C5 1.409, C8 1.359
10 C -0.474 -1.376 0.057  C4 1.440, C11 1.397, H35 1.080
11 C -0.548 -0.293 0.935  C10 1.397, C12 1.401, H36 1.089
12 C 0.528 0.590 1.099  C11 1.401, N13 1.362, C25 1.396
13 N 0.360 1.593 2.005  C12 1.362, S14 1.744, H37 1.020
14 S -0.490 3.044 1.543  N13 1.744, O15 1.480, O16 1.470, C17 1.848
15 O 0.174 3.540 0.317  S14 1.480
16 O -0.294 3.964 2.673  S14 1.470
17 C -2.241 2.525 1.259  S14 1.848, C18 1.367, C23 1.417
18 C -2.840 2.742 0.049  C17 1.367, C19 1.418, H38 1.103
19 C -4.192 2.391 -0.196  C18 1.418, C20 1.391, H39 1.098
20 C -4.945 1.894 0.863  C19 1.391, F21 1.358, C22 1.429
21 F -6.257 1.624 0.641  C20 1.358
22 C -4.331 1.610 2.122  C20 1.429, C23 1.414, H40 1.092
23 C -2.984 1.983 2.338  C17 1.417, C22 1.414, Br24 1.920
24 Br -2.273 1.851 4.116  C23 1.920
25 C 1.724 0.391 0.405  C3 1.413, C12 1.396, C26 1.505
26 C 2.811 1.424 0.525  C25 1.505, O27 1.235, O28 1.363
27 O 3.104 1.883 1.634  C26 1.235
28 O 3.423 1.827 -0.624  C26 1.363, H41 0.977
29 H 3.219 -2.841 -0.320  C1 1.106
30 H 4.165 -1.517 0.469  C1 1.100
31 H 4.619 -2.117 -1.151  C1 1.085
32 H 2.185 -2.104 -3.228  C6 1.071
33 H 1.805 -4.570 -4.264  C7 1.093
34 H -0.022 -5.697 -2.717  C8 1.068
35 H -1.307 -2.047 -0.094  C10 1.080
36 H -1.468 -0.105 1.486  C11 1.089
37 H 1.235 1.946 2.392  N13 1.020
38 H -2.279 3.147 -0.809  C18 1.103
39 H -4.650 2.541 -1.182  C19 1.098
40 H -4.931 1.126 2.895  C22 1.092
41 H 4.024 2.531 -0.312  O28 0.977

Output
Kohn-Sham gap, eV: 8.21
LUMO energy, eV: -0.02
SMILES: COc1c(-c2ccco2)ccc(NS(=O)(=O)c2ccc(F)cc2Br)c1C(=O)O
HOMO level, Ha: -0.3026
E, hartree: -4271.92483